Molecular formula: CH3BCl2O2
Method: DFT, wB97M-V/def2-TZVPD

Properties
LUMO energy   0.032 eV
SMILES   OB(O)C(Cl)Cl
Max |F|   0.89 eV/Å

Atoms and positions in Å:
B: 0.419 0.001 0.110
C: -1.082 -0.002 -0.486
O: 0.995 -1.195 0.299
O: 0.980 1.200 0.328
Cl: -1.988 -1.450 0.011
Cl: -1.994 1.446 -0.002
H: -1.090 -0.008 -1.579
H: 1.888 -1.234 0.645
H: 1.872 1.242 0.675

Just the Mulliken charges please, in e? Sure, here they are: atom 1 (B): 0.56, atom 2 (C): -0.09, atom 3 (O): -0.50, atom 4 (O): -0.50, atom 5 (Cl): -0.16, atom 6 (Cl): -0.16, atom 7 (H): 0.29, atom 8 (H): 0.28, atom 9 (H): 0.28

Molecular formula: C55H50OP2PdS2
Method: DFT, wB97M-V/def2-TZVPD

Properties
LUMO energy   -1.954 eV
Max |F|   1.97 eV/Å

Atoms and positions in Å:
C: 4.120 1.005 1.799
C: 2.792 1.225 2.478
C: 2.739 0.577 3.832
O: 1.741 0.670 1.618
C: 0.468 1.204 1.681
S: -0.658 0.570 0.564
S: 0.144 2.446 2.720
H: 4.913 1.348 2.472
H: 4.331 -0.051 1.563
H: 4.193 1.599 0.881
H: 2.629 2.312 2.566
H: 3.587 0.932 4.427
H: 1.804 0.827 4.343
H: 2.825 -0.513 3.734
C: -2.445 0.693 5.941
C: -2.172 2.024 5.594
C: -2.519 2.518 4.345
C: -3.142 1.671 3.389
C: -3.216 2.054 2.007
C: -3.639 1.187 1.017
C: -3.380 1.306 -0.355
C: -3.477 2.481 -1.166
C: -3.374 2.346 -2.584
C: -3.481 3.431 -3.435
C: -3.615 4.727 -2.924
C: -3.720 4.897 -1.541
C: -3.710 3.801 -0.678
Pd: 1.178 -0.789 -0.395
P: 0.376 -2.700 0.435
C: -1.426 -2.824 0.665
C: -2.027 -3.196 1.879
C: -3.416 -3.143 2.027
C: -4.232 -2.821 0.936
C: -3.642 -2.561 -0.307
C: -2.252 -2.529 -0.434
C: 0.739 -3.941 -0.826
C: 0.173 -5.220 -0.712
C: 0.356 -6.146 -1.742
C: 1.104 -5.802 -2.875
C: 1.675 -4.531 -2.976
C: 1.521 -3.603 -1.940
C: 1.112 -3.164 2.022
C: 2.059 -4.197 2.090
C: 2.648 -4.521 3.316
C: 2.266 -3.851 4.485
C: 1.299 -2.840 4.430
C: 0.777 -2.451 3.190
P: 1.473 0.772 -2.018
C: 1.424 2.445 -1.296
C: 2.574 3.002 -0.722
C: 2.434 4.077 0.160
C: 1.185 4.658 0.381
C: 0.063 4.198 -0.308
C: 0.179 3.082 -1.131
C: 3.110 0.486 -2.744
C: 3.286 0.515 -4.139
C: 4.509 0.138 -4.691
C: 5.536 -0.350 -3.876
C: 5.356 -0.394 -2.490
C: 4.158 0.039 -1.918
C: 0.256 0.880 -3.355
C: 0.184 2.067 -4.108
C: -0.696 2.161 -5.181
C: -1.476 1.059 -5.544
C: -1.414 -0.121 -4.797
C: -0.577 -0.206 -3.681
C: -3.568 0.385 3.819
C: -3.146 -0.127 5.044
H: -2.099 0.294 6.895
H: -1.679 2.679 6.308
H: -2.336 3.558 4.065
H: -2.781 3.021 1.746
H: -4.145 0.268 1.318
H: -3.296 0.362 -0.900
H: -3.249 1.342 -2.995
H: -3.458 3.270 -4.511
H: -3.674 5.583 -3.601
H: -3.835 5.896 -1.115
H: -3.919 3.947 0.381
H: -1.411 -3.542 2.712
H: -3.866 -3.360 2.998
H: -5.320 -2.787 1.055
H: -4.270 -2.383 -1.184
H: -1.806 -2.283 -1.402
H: -0.405 -5.482 0.176
H: -0.087 -7.137 -1.655
H: 1.251 -6.533 -3.672
H: 2.251 -4.270 -3.864
H: 1.989 -2.611 -1.990
H: 2.324 -4.740 1.179
H: 3.405 -5.305 3.360
H: 2.710 -4.120 5.446
H: 0.954 -2.363 5.354
H: 0.084 -1.605 3.135
H: 3.559 2.594 -0.970
H: 3.304 4.465 0.691
H: 1.087 5.464 1.111
H: -0.906 4.687 -0.192
H: -0.704 2.692 -1.644
H: 2.460 0.807 -4.787
H: 4.644 0.206 -5.771
H: 6.467 -0.706 -4.318
H: 6.142 -0.775 -1.836
H: 4.016 -0.040 -0.838
H: 0.815 2.920 -3.849
H: -0.769 3.100 -5.729
H: -2.134 1.126 -6.412
H: -2.020 -0.984 -5.084
H: -0.563 -1.109 -3.065
H: -4.233 -0.204 3.186
H: -3.379 -1.160 5.303

Mulliken population analysis, charges in e, atoms 1 to 99: atom 1 (C): -1.29, atom 2 (C): 0.34, atom 3 (C): -1.48, atom 4 (O): 0.42, atom 5 (C): -1.30, atom 6 (S): 1.15, atom 7 (S): -0.19, atom 8 (H): 0.56, atom 9 (H): 0.20, atom 10 (H): 0.13, atom 11 (H): 0.42, atom 12 (H): 0.50, atom 13 (H): 0.26, atom 14 (H): 0.21, atom 15 (C): -0.57, atom 16 (C): -0.40, atom 17 (C): -0.60, atom 18 (C): 0.32, atom 19 (C): -0.21, atom 20 (C): -0.08, atom 21 (C): -0.34, atom 22 (C): 0.93, atom 23 (C): -0.35, atom 24 (C): -0.49, atom 25 (C): -0.59, atom 26 (C): -0.80, atom 27 (C): -0.09, atom 28 (Pd): 0.60, atom 29 (P): 1.48, atom 30 (C): 0.27, atom 31 (C): -0.38, atom 32 (C): -0.59, atom 33 (C): -0.58, atom 34 (C): -0.50, atom 35 (C): -0.22, atom 36 (C): -0.14, atom 37 (C): -0.24, atom 38 (C): -0.73, atom 39 (C): -0.45, atom 40 (C): -0.67, atom 41 (C): -0.44, atom 42 (C): 0.46, atom 43 (C): -0.83, atom 44 (C): -0.60, atom 45 (C): -0.60, atom 46 (C): -0.93, atom 47 (C): -0.59, atom 48 (P): 1.66, atom 49 (C): 0.50, atom 50 (C): -1.13, atom 51 (C): -0.51, atom 52 (C): -0.93, atom 53 (C): -0.17, atom 54 (C): -0.21, atom 55 (C): 0.34, atom 56 (C): -0.55, atom 57 (C): -0.68, atom 58 (C): -0.65, atom 59 (C): -0.81, atom 60 (C): -0.07, atom 61 (C): 0.01, atom 62 (C): -0.08, atom 63 (C): -0.89, atom 64 (C): -0.50, atom 65 (C): -0.55, atom 66 (C): -0.39, atom 67 (C): -0.37, atom 68 (C): -0.55, atom 69 (H): 0.39, atom 70 (H): 0.38, atom 71 (H): 0.37, atom 72 (H): 0.07, atom 73 (H): -0.03, atom 74 (H): -0.08, atom 75 (H): 0.36, atom 76 (H): 0.45, atom 77 (H): 0.40, atom 78 (H): 0.40, atom 79 (H): 0.61, atom 80 (H): 0.48, atom 81 (H): 0.43, atom 82 (H): 0.36, atom 83 (H): 0.37, atom 84 (H): 0.11, atom 85 (H): 0.44, atom 86 (H): 0.38, atom 87 (H): 0.38, atom 88 (H): 0.44, atom 89 (H): 0.24, atom 90 (H): 0.35, atom 91 (H): 0.41, atom 92 (H): 0.37, atom 93 (H): 0.46, atom 94 (H): 0.78, atom 95 (H): 0.73, atom 96 (H): 0.40, atom 97 (H): 0.33, atom 98 (H): 0.27, atom 99 (H): 0.21

Molecular formula: C5H8N2
Method: DFT, wB97M-V/def2-TZVPD

Properties
LUMO energy (spin up / spin down)   -0.434 / -0.593 eV
Max |F|   3.50 eV/Å

Atoms and positions in Å:
C: -0.914 -0.804 -1.202
C: -0.575 0.208 -0.118
C: -0.037 -0.467 1.192
N: 1.382 -0.157 1.167
C: 1.399 1.128 0.619
C: 0.596 1.201 -0.717
N: 0.492 1.737 -1.782
H: -0.086 -1.502 -1.371
H: -1.785 -1.383 -0.869
H: -1.148 -0.310 -2.147
H: -1.434 0.860 0.069
H: -0.223 -1.547 1.222
H: -0.507 -0.017 2.073
H: 1.870 -0.801 0.546
H: 0.969 1.854 1.319

Just the Mulliken charges please, in e? Sure, here they are: atom 1 (C): -1.38, atom 2 (C): 0.39, atom 3 (C): -0.78, atom 4 (N): -0.36, atom 5 (C): -0.36, atom 6 (C): 0.39, atom 7 (N): -0.55, atom 8 (H): 0.31, atom 9 (H): 0.37, atom 10 (H): 0.41, atom 11 (H): 0.31, atom 12 (H): 0.36, atom 13 (H): 0.28, atom 14 (H): 0.31, atom 15 (H): 0.29

Molecular formula: C8H15N3O
Method: DFT, wB97M-V/def2-TZVPD

Properties
LUMO energy   -8.403 eV
Net charge   +2
SMILES   C=C[C@@H](/C(N=C)=[NH+]/C=O)[NH+](C)C
Max |F|   5.42 eV/Å

Atoms and positions in Å:
C: -1.366 2.448 -1.388
C: 1.324 0.027 2.570
C: -0.731 1.811 -0.392
C: 3.540 -0.337 -0.317
C: 1.086 0.260 0.083
C: -2.484 -0.703 -0.655
C: -0.644 -1.921 0.338
C: -0.343 0.322 -0.506
N: 1.174 0.383 1.411
N: 2.188 0.130 -0.685
N: -1.225 -0.625 0.196
O: 4.267 -0.726 -1.150
H: -1.746 3.535 -1.288
H: -1.589 2.073 -2.290
H: 1.379 -0.915 3.009
H: 1.308 0.863 3.336
H: -0.500 2.130 0.588
H: 3.653 0.104 0.685
H: -2.080 -0.773 -1.644
H: -3.110 -1.489 -0.192
H: -3.045 0.267 -0.744
H: -0.240 -2.320 -0.527
H: 0.168 -1.958 0.997
H: -1.229 -2.639 0.863
H: -0.184 -0.033 -1.494
H: 1.899 0.134 -1.744
H: -1.471 -0.048 0.942

Just the Mulliken charges please, in e? Sure, here they are: atom 1 (C): -0.88, atom 2 (C): -0.19, atom 3 (C): -0.37, atom 4 (C): 0.09, atom 5 (C): 0.06, atom 6 (C): -0.79, atom 7 (C): -0.91, atom 8 (C): -0.49, atom 9 (N): -0.21, atom 10 (N): -0.20, atom 11 (N): 0.11, atom 12 (O): -0.30, atom 13 (H): 0.27, atom 14 (H): 0.40, atom 15 (H): 0.31, atom 16 (H): 0.28, atom 17 (H): 0.46, atom 18 (H): 0.31, atom 19 (H): 0.42, atom 20 (H): 0.36, atom 21 (H): 0.35, atom 22 (H): 0.42, atom 23 (H): 0.30, atom 24 (H): 0.41, atom 25 (H): 0.96, atom 26 (H): 0.36, atom 27 (H): 0.48